1.
67
Properties=species:S:1:pos:R:3:nbo_charge:R:1 method="wB97M-V/def2-TZVPD" lumo_energy_ev="-6.551 / -6.862" charge=+2 e_homo_ev="-13.141 / -13.139" relative_energy_kj_mol=151.1 homo_lumo_gap_ev="6.59 / 6.28" max_force_ev_per_a=1.2
C 2.21226 3.43888 0.51106 -0.97
P -1.89698 3.98718 -0.27610 1.80
H -3.60949 3.35327 1.26784 0.28
H 0.23923 3.94706 2.79966 0.26
N -0.45363 -0.70626 -1.31453 -0.55
C 1.60278 -6.76862 -0.57814 -0.13
C 0.26585 -4.86492 0.00428 -0.19
N 1.87890 -0.30121 -0.14174 -0.54
H -1.92746 6.02385 -1.45533 0.28
H -0.37478 -1.59160 1.21184 0.42
H -1.05287 2.84498 2.35854 0.25
C -0.22628 3.43177 1.95627 -0.72
H -0.73858 4.87716 -2.14084 0.30
N -1.60621 2.31775 -0.82257 0.18
C 2.53509 -5.93442 -1.18977 -0.17
C 1.94791 -1.69620 -0.05182 -0.04
H -3.75386 5.03487 0.71787 0.29
N -1.55605 1.35234 0.25572 -0.53
H 1.09884 1.45254 3.58744 0.25
Co 0.21898 0.66259 -0.10891 1.13
C 3.94327 -0.89181 0.60353 -0.31
C -1.73935 -1.82400 -2.81226 -0.31
H -0.91537 -3.82073 -2.37508 0.25
C -0.13998 -2.06548 -1.25442 -0.05
C 1.20537 -4.01985 -0.58446 -0.12
O -0.24908 2.25218 -1.22356 -0.61
H 1.85447 3.68950 -0.48593 0.27
H -4.33231 -0.33560 0.01493 0.43
C 1.85135 1.79986 2.87760 -0.96
H -2.69321 -1.37504 1.39517 0.42
C 1.81021 -8.19303 -0.56945 0.24
C -3.54158 4.01140 0.40083 -1.01
C -1.74377 4.98330 -1.73323 -1.00
C -1.38635 -0.57714 -2.25979 0.04
H -1.23821 5.28866 1.52280 0.29
H 3.54112 -3.06445 0.63678 0.25
N -2.09683 -0.57609 1.23844 -0.43
C 0.97581 -2.55538 -0.59586 0.22
H -3.85466 1.10229 -0.84828 0.46
O -2.52629 2.16487 -1.73741 -0.64
H 3.05424 -3.91789 -1.67575 0.23
N -3.72806 0.46763 -0.06409 -0.77
H 0.11716 4.97867 0.45558 0.28
C -0.71409 4.49920 0.97337 -0.79
N -0.71559 -0.68070 1.51648 -0.63
H -0.62355 -4.44859 0.46083 0.21
H 4.96670 -0.79163 0.92417 0.25
H -2.47571 4.65088 -2.46652 0.31
H 2.36565 2.66081 3.30666 0.26
C -2.49611 0.42686 0.42037 0.67
H -1.76409 0.39140 -2.53941 0.25
H 2.56683 0.99673 2.71527 0.28
C 3.20930 -2.05650 0.45179 -0.16
H 3.40523 -6.36265 -1.66761 0.25
H -0.56406 -0.58327 2.51584 0.40
H 3.34871 1.18524 0.16949 0.20
C 3.09585 0.14446 0.22695 0.02
C 2.33979 -4.56505 -1.18463 -0.13
H 2.31073 4.34120 1.11796 0.25
C 0.46576 -6.23338 0.02051 -0.16
H -2.44992 -1.98255 -3.60620 0.25
H -0.25268 -6.89064 0.49014 0.25
C -0.96846 -2.76309 -2.17437 -0.15
H 3.20318 3.00630 0.41312 0.27
H -4.26043 3.71500 -0.36019 0.30
P 1.05924 2.28575 1.31868 1.09
N 1.97613 -9.32867 -0.55957 -0.23


2.
61
Properties=species:S:1:pos:R:3:nbo_charge:R:1 method="wB97M-V/def2-TZVPD" lumo_energy_ev=2.780 charge=-1 e_homo_ev=-4.387 relative_energy_kj_mol=0.0 homo_lumo_gap_ev=7.17 max_force_ev_per_a=0.3
Se -0.24202 -0.57706 -2.46765 -0.40
C -0.35991 -1.49389 1.24724 -0.03
C -1.56493 -0.67534 1.67237 -0.25
H 2.68398 -3.67144 0.26388 0.20
H -2.25074 -1.99913 3.26175 0.19
H -4.40011 0.60034 -3.84884 0.17
C -3.40962 0.13841 -3.78809 -0.05
C 0.86199 -0.87953 0.90757 0.24
H -1.28366 0.37487 1.59385 0.23
C 1.81767 1.10468 4.48394 -0.19
H 2.92538 -1.07028 -1.91861 0.23
C 1.96953 -1.67230 0.56731 -0.06
C 4.39870 -1.50273 1.20394 -0.59
H 3.90791 -2.41884 -1.35317 0.19
H 4.62301 -0.80730 -1.48524 0.20
H -3.18368 -0.28009 -4.77921 0.15
H 4.55271 -2.58396 1.15246 0.19
H 3.20358 0.02921 0.33503 0.22
F 1.33011 3.24753 1.03503 -0.34
H 2.23145 2.99577 5.43398 0.20
C 1.83264 -3.05779 0.53876 -0.23
H -2.76641 -0.31927 3.44296 0.20
C -0.45552 -2.88008 1.21184 -0.22
H -2.53979 0.85312 -1.37504 0.24
C 1.47598 2.52133 2.18207 0.31
H -2.76295 1.93416 -5.49645 0.17
N 0.96413 0.53481 0.90778 -0.81
C -2.36212 1.23008 -3.48763 -0.16
H -3.59656 -0.26466 1.03914 0.20
C 1.97504 2.48061 4.51826 -0.29
H -1.39972 -3.35339 1.45980 0.20
C 3.31019 -1.05110 0.22853 -0.24
H 4.13224 -1.24716 2.23111 0.22
H -2.51498 -0.72981 -0.27997 0.22
H -3.55646 2.15461 -1.95841 0.21
H -0.25876 1.55581 -3.83664 0.22
H 0.53650 -4.74376 0.81998 0.20
H -3.67111 2.76502 -4.22787 0.15
C -2.76614 -0.91856 0.76179 -0.59
H -0.93676 0.22718 -4.75093 0.21
H -2.63276 -1.18944 -2.59657 0.49
H 1.95164 0.52325 5.38881 0.20
C -0.94947 0.71635 -3.77564 -0.55
H -1.09533 -0.77186 3.80019 0.21
O -1.71602 3.38198 -4.57852 -0.76
H 5.35013 -1.01893 0.96771 0.20
C 1.29297 1.12647 2.08861 0.20
Se -1.30692 3.03067 -1.33283 -0.38
C -2.68510 2.35487 -4.48862 -0.05
Pb 1.02920 1.52130 -1.21406 0.92
H -3.11470 -1.95270 0.84055 0.19
C -1.93684 -0.95918 3.13096 -0.59
O -3.53016 -0.89715 -2.82999 -0.75
H 1.91223 4.26747 3.28249 0.22
C 3.71359 -1.35121 -1.21684 -0.60
C -2.56446 1.70495 -2.04435 -0.56
C 0.62963 -3.66495 0.85401 -0.21
H -1.46217 3.62984 -3.67179 0.49
C 1.48863 0.44171 3.30653 -0.33
H 1.37540 -0.63502 3.31219 0.22
C 1.79973 3.19148 3.33050 -0.26


3.
60
Properties=species:S:1:pos:R:3:lowdin_charge:R:1 method="wB97M-V/def2-TZVPD" lumo_energy_ev=2.203 charge=-1 e_homo_ev=-5.206 homo_lumo_gap_ev=7.41 max_force_ev_per_a=1.9
H 2.03836 -2.95948 -1.37714 0.03
C 5.64671 -1.07498 -1.96825 -0.50
F 1.59257 0.98692 -1.64329 -0.55
H 5.17775 -0.79139 0.88246 0.06
H -2.04279 0.44311 -0.27706 0.03
C -4.72668 0.81855 -1.80626 -0.11
C 6.16698 -1.15043 0.57969 -0.11
C -4.23998 -1.23669 -0.02688 -0.22
C 2.21306 -1.93642 -1.73412 -0.34
H -2.13839 5.63871 2.30188 0.10
C 0.77863 3.53336 0.89554 -0.03
C 3.51170 -1.45410 -1.12847 -0.31
H 0.06691 6.68771 1.81603 0.10
C -4.77660 -0.04964 0.40729 -0.07
C -0.44540 2.97645 1.17880 -0.18
C 6.48333 -0.54594 -0.80549 -0.15
O -0.49741 0.76720 1.97783 0.00
H -1.10847 1.73893 -1.09173 0.05
Nb 0.51528 -0.57748 -0.99068 1.65
C -3.95173 -1.41399 -1.36506 -0.04
H -2.43770 3.24566 1.89026 0.12
O -2.76732 -3.05191 0.65657 -0.15
H -1.37697 -2.66094 -1.29026 0.03
C -0.82890 -2.87655 2.02810 -0.06
H 0.21790 -2.56441 2.06914 0.07
C -4.19902 -0.37662 -2.22896 -0.09
H 1.41416 -0.60815 0.61577 -0.05
C -0.67642 1.47908 0.99203 -0.48
C -3.93672 -2.33587 0.98774 -0.17
H -3.53633 -2.35598 -1.70045 0.12
H -5.42112 1.93642 -0.13870 0.10
H -1.82461 -1.22294 1.14468 0.09
O 4.70790 -2.05001 -1.79213 -0.05
H 6.10167 -2.24124 0.54810 0.08
H -4.88818 1.62277 -2.51647 0.10
H -0.04132 -3.18961 -0.30717 0.04
H -0.90490 -3.96484 1.92249 0.08
H -3.94317 -0.49023 -3.27965 0.11
H 3.63453 -0.36381 -1.18854 0.10
H 6.86114 -0.81799 1.35687 0.07
C 0.94740 4.88170 1.11388 -0.09
H 6.34020 0.53655 -0.72056 0.12
H -1.33418 -2.61262 2.96593 0.07
C -5.02559 0.98031 -0.46961 -0.10
H 1.91168 5.33882 0.91159 0.10
C -1.56828 -2.24048 0.83590 -0.46
H 7.55314 -0.68351 -0.99643 0.11
C -0.73892 -2.34923 -0.45896 -0.31
C -1.48780 3.72345 1.66726 -0.04
C -0.08320 5.62809 1.62086 -0.12
H 3.53922 -1.69704 -0.06156 0.07
H 2.28679 -1.91196 -2.82633 0.04
H -0.19035 -0.69973 -2.69792 -0.10
C -1.06649 0.93855 -0.34299 -0.25
H -3.79869 -1.86898 1.97983 0.12
H -5.00210 0.14037 1.45490 0.11
O 5.81715 -0.58431 -3.06982 0.09
C -1.31055 5.07007 1.88929 -0.10
H 1.58157 2.91379 0.50747 0.12
H -4.78944 -3.01708 1.10279 0.13


4.
65
Properties=species:S:1:pos:R:3:nbo_charge:R:1 method="wB97M-V/def2-TZVPD" lumo_energy_ev="-2.051 / -5.077" multiplicity=6 charge=+1 e_homo_ev="-10.532 / -11.940" relative_energy_kj_mol=67.2 homo_lumo_gap_ev="8.48 / 6.86" max_force_ev_per_a=0.7
H 0.90753 -3.98528 -2.95378 0.23
Ru -1.06894 0.30137 -0.31428 1.39
H 1.13997 -4.12243 6.08095 0.25
O -0.00548 2.54068 0.49080 -0.55
C 1.41084 2.24684 0.65270 -0.17
C 1.58853 -1.70043 -5.36191 -0.22
H 0.08416 -1.97566 -1.80942 0.21
H 0.77113 -0.98235 6.12557 0.24
C 3.29969 2.95119 -2.88704 -0.20
C 1.10726 -4.02671 4.99698 -1.08
C 1.47442 4.51854 -2.83813 -0.22
P -0.12975 0.79644 -2.64734 1.03
O -2.80947 3.03309 2.59781 -0.62
H -0.15185 2.60197 2.57635 0.25
H -2.68639 -2.32769 4.63033 0.22
C -0.10077 -2.62944 2.47845 -1.00
C -2.05766 2.49361 1.66619 0.82
C 1.36634 0.74919 0.98460 0.74
H -1.90983 0.40203 -4.19461 0.28
H 1.86254 2.46058 -0.31345 0.22
C 0.49004 -1.89039 -2.81811 -0.17
H 0.83472 -4.99409 4.57870 0.24
C -2.80857 1.15116 -2.40078 0.77
C 2.83747 4.25982 -2.87104 -0.18
H 4.36080 2.75116 -2.91305 0.23
H -2.10269 -3.20458 6.03554 0.25
H -3.43983 -2.42541 2.25897 0.24
O -2.48004 1.66368 0.87732 -0.64
C 2.40214 1.89616 -2.87009 -0.19
H -2.61730 -3.22502 0.88511 0.24
H -0.42235 -3.58370 2.06015 0.24
H -2.31283 -4.05617 4.50750 0.23
H -3.70960 2.67562 2.52694 0.52
C 0.96202 -3.02874 -3.45465 -0.19
C 1.11692 -0.56383 -4.73018 -0.13
O 1.13567 0.02266 -0.06263 -0.77
C -1.72354 1.20141 -3.47121 -0.84
H -0.49082 3.68391 -2.78653 0.21
Ge -0.16789 -2.65359 4.47369 1.62
H 1.88061 -3.81916 -5.22091 0.23
H 3.54071 5.08011 -2.88807 0.23
O -3.68611 1.95460 -2.26986 -0.54
H 2.76628 0.87730 -2.86568 0.24
C -2.88884 -2.27223 1.33456 -0.78
C -0.63813 2.99312 1.67282 -0.19
C -2.00236 -3.11301 4.95495 -1.10
H -0.64345 4.08802 1.71572 0.24
H 0.89401 -2.38643 2.10969 0.27
H -3.48316 -1.68450 0.63478 0.25
H 1.11352 5.53660 -2.82874 0.23
H -1.73229 2.15965 -3.98997 0.27
Se -1.26272 -1.27666 1.71860 0.43
C 1.03081 2.15178 -2.84973 -0.42
H 1.84614 2.86759 1.43495 0.21
C 0.57028 3.46871 -2.82326 -0.14
H 1.18502 0.39357 -5.23174 0.22
O 1.30944 0.37273 2.14271 -0.65
C 0.29881 -0.88779 5.14870 -1.10
H 2.01886 -1.62645 -6.35105 0.23
C 1.50970 -2.93284 -4.72548 -0.17
H 2.10633 -3.76824 4.64982 0.24
H -0.59488 -0.27618 5.26474 0.23
C 0.56003 -0.65517 -3.45283 -0.41
H 0.98159 -0.38015 4.47838 0.26
O -2.63678 0.10942 -1.54953 -0.77


Copy entry 1 word for word.
67
Properties=species:S:1:pos:R:3:nbo_charge:R:1 method="wB97M-V/def2-TZVPD" lumo_energy_ev="-6.551 / -6.862" charge=+2 e_homo_ev="-13.141 / -13.139" relative_energy_kj_mol=151.1 homo_lumo_gap_ev="6.59 / 6.28" max_force_ev_per_a=1.2
C 2.21226 3.43888 0.51106 -0.97
P -1.89698 3.98718 -0.27610 1.80
H -3.60949 3.35327 1.26784 0.28
H 0.23923 3.94706 2.79966 0.26
N -0.45363 -0.70626 -1.31453 -0.55
C 1.60278 -6.76862 -0.57814 -0.13
C 0.26585 -4.86492 0.00428 -0.19
N 1.87890 -0.30121 -0.14174 -0.54
H -1.92746 6.02385 -1.45533 0.28
H -0.37478 -1.59160 1.21184 0.42
H -1.05287 2.84498 2.35854 0.25
C -0.22628 3.43177 1.95627 -0.72
H -0.73858 4.87716 -2.14084 0.30
N -1.60621 2.31775 -0.82257 0.18
C 2.53509 -5.93442 -1.18977 -0.17
C 1.94791 -1.69620 -0.05182 -0.04
H -3.75386 5.03487 0.71787 0.29
N -1.55605 1.35234 0.25572 -0.53
H 1.09884 1.45254 3.58744 0.25
Co 0.21898 0.66259 -0.10891 1.13
C 3.94327 -0.89181 0.60353 -0.31
C -1.73935 -1.82400 -2.81226 -0.31
H -0.91537 -3.82073 -2.37508 0.25
C -0.13998 -2.06548 -1.25442 -0.05
C 1.20537 -4.01985 -0.58446 -0.12
O -0.24908 2.25218 -1.22356 -0.61
H 1.85447 3.68950 -0.48593 0.27
H -4.33231 -0.33560 0.01493 0.43
C 1.85135 1.79986 2.87760 -0.96
H -2.69321 -1.37504 1.39517 0.42
C 1.81021 -8.19303 -0.56945 0.24
C -3.54158 4.01140 0.40083 -1.01
C -1.74377 4.98330 -1.73323 -1.00
C -1.38635 -0.57714 -2.25979 0.04
H -1.23821 5.28866 1.52280 0.29
H 3.54112 -3.06445 0.63678 0.25
N -2.09683 -0.57609 1.23844 -0.43
C 0.97581 -2.55538 -0.59586 0.22
H -3.85466 1.10229 -0.84828 0.46
O -2.52629 2.16487 -1.73741 -0.64
H 3.05424 -3.91789 -1.67575 0.23
N -3.72806 0.46763 -0.06409 -0.77
H 0.11716 4.97867 0.45558 0.28
C -0.71409 4.49920 0.97337 -0.79
N -0.71559 -0.68070 1.51648 -0.63
H -0.62355 -4.44859 0.46083 0.21
H 4.96670 -0.79163 0.92417 0.25
H -2.47571 4.65088 -2.46652 0.31
H 2.36565 2.66081 3.30666 0.26
C -2.49611 0.42686 0.42037 0.67
H -1.76409 0.39140 -2.53941 0.25
H 2.56683 0.99673 2.71527 0.28
C 3.20930 -2.05650 0.45179 -0.16
H 3.40523 -6.36265 -1.66761 0.25
H -0.56406 -0.58327 2.51584 0.40
H 3.34871 1.18524 0.16949 0.20
C 3.09585 0.14446 0.22695 0.02
C 2.33979 -4.56505 -1.18463 -0.13
H 2.31073 4.34120 1.11796 0.25
C 0.46576 -6.23338 0.02051 -0.16
H -2.44992 -1.98255 -3.60620 0.25
H -0.25268 -6.89064 0.49014 0.25
C -0.96846 -2.76309 -2.17437 -0.15
H 3.20318 3.00630 0.41312 0.27
H -4.26043 3.71500 -0.36019 0.30
P 1.05924 2.28575 1.31868 1.09
N 1.97613 -9.32867 -0.55957 -0.23